DFT (ωB97M-V/def2-TZVPD) results for 6 unconnected molecules or ions with the total composition C19H48BrNO8P at a distorted geometry.

Each line ends with the Löwdin charge.
Element x y z (Å)
C  -0.924  1.997  0.671  -0.01
C  -0.457  0.624  1.279  -0.44
C  -1.758  0.043  1.962  -0.04
C  0.569  0.792  2.436  -0.12
C  1.940  1.225  1.842  -0.65
O  1.978  2.606  1.469  -0.05
P  3.162  1.140  3.307  0.65
O  4.623  1.761  2.682  -0.37
Br  3.509  -1.046  3.820  0.24
C  2.380  0.248  0.711  -0.11
C  1.275  -0.220  -0.292  -0.43
C  1.351  0.647  -1.605  -0.02
C  1.714  -1.664  -0.749  -0.03
N  -0.076  -0.374  0.261  -0.11
O  -0.972  -0.399  -0.669  -0.02
H  -0.162  2.466  0.029  0.06
H  -1.858  1.876  0.100  0.08
H  -1.097  2.658  1.540  0.10
H  -2.616  0.206  1.287  0.07
H  -1.649  -1.058  2.017  0.08
H  -1.918  0.441  2.970  0.08
H  0.637  -0.194  2.941  0.11
H  0.185  1.493  3.196  0.13
H  1.927  2.587  0.511  0.08
H  4.339  2.486  2.108  0.03
H  3.215  0.735  0.168  0.12
H  2.827  -0.670  1.141  0.06
H  2.315  1.177  -1.703  0.07
H  0.503  1.339  -1.731  0.07
H  1.324  -0.051  -2.462  0.08
H  1.838  -2.249  0.189  0.09
H  0.898  -2.140  -1.316  0.08
H  2.683  -1.658  -1.270  0.09
C  -1.796  -3.424  5.799  -0.09
C  -1.170  -2.615  4.678  -0.32
O  -1.487  -1.232  4.812  -0.10
H  -2.880  -3.300  5.799  0.08
H  -1.563  -4.485  5.695  0.07
H  -1.433  -3.081  6.772  0.07
H  -1.550  -2.947  3.712  0.11
H  -0.081  -2.732  4.679  0.11
H  -1.144  -0.935  5.659  0.08
C  -0.896  1.355  -5.069  -0.10
C  0.174  2.376  -5.406  -0.32
O  1.443  1.737  -5.539  -0.09
H  -0.646  0.839  -4.142  0.05
H  -1.871  1.831  -4.956  0.08
H  -0.966  0.595  -5.849  0.08
H  0.256  3.120  -4.613  0.11
H  -0.062  2.895  -6.342  0.11
H  1.369  1.089  -6.244  0.08
C  -2.812  -3.154  -3.307  -0.09
C  -2.185  -2.350  -4.431  -0.32
O  -2.522  -0.972  -4.318  -0.10
H  -3.898  -3.045  -3.321  0.08
H  -2.563  -4.213  -3.395  0.07
H  -2.465  -2.792  -2.335  0.07
H  -2.548  -2.698  -5.398  0.11
H  -1.094  -2.451  -4.415  0.11
H  -2.192  -0.663  -3.468  0.07
C  6.741  0.717  -1.290  -0.09
C  5.953  -0.233  -2.173  -0.31
O  4.637  0.264  -2.406  -0.10
H  6.234  0.859  -0.333  0.07
H  7.746  0.335  -1.101  0.08
H  6.824  1.701  -1.759  0.07
H  5.855  -1.207  -1.692  0.11
H  6.455  -0.373  -3.136  0.11
H  4.720  1.118  -2.840  0.08
C  -5.775  0.363  2.705  -0.09
C  -5.716  1.817  3.131  -0.32
O  -4.562  2.448  2.584  -0.09
H  -4.879  -0.167  3.034  0.07
H  -6.652  -0.135  3.123  0.07
H  -5.814  0.283  1.616  0.07
H  -5.654  1.897  4.217  0.11
H  -6.608  2.357  2.797  0.11
H  -4.625  2.384  1.628  0.07

Output
spin multiplicity: 2
E_HOMO (alpha / beta): -8.5 / -8.5 eV
calculated total energy: -117679.8860 eV
<S²>: 0.754
molecular weight: 529.5 g/mol

***

DFT (ωB97M-V/def2-TZVPD) results for 4 unconnected molecules or ions with the total composition C19H48O9P at a distorted geometry.

Each line ends with the Löwdin charge.
Element x y z (Å)
C  3.407  -0.848  -0.175  -0.13
C  2.600  -0.575  -1.574  -0.24
C  1.918  0.909  -1.711  -0.18
C  1.257  1.504  -0.334  -0.30
C  0.232  2.766  -0.725  -0.23
O  0.668  4.076  -0.136  -0.44
P  2.417  3.915  0.128  0.41
C  4.318  4.100  0.110  -0.35
C  5.150  2.685  0.001  -0.31
O  5.066  2.050  -1.325  -0.17
O  2.331  2.197  0.400  -0.38
H  2.707  -1.468  0.530  0.06
H  3.878  0.098  0.326  0.06
H  4.325  -1.560  -0.449  0.07
H  1.739  -1.386  -1.640  0.09
H  3.348  -0.740  -2.468  0.10
H  1.017  0.791  -2.485  0.10
H  2.624  1.731  -2.191  0.11
H  0.589  0.716  0.215  0.13
H  0.092  2.873  -1.903  0.10
H  -0.901  2.664  -0.374  0.10
H  2.288  3.980  1.591  0.00
H  2.417  5.376  0.195  -0.02
H  2.427  3.835  -1.338  0.03
H  4.645  4.591  1.145  0.08
H  4.612  4.797  -0.801  0.08
H  4.882  1.957  0.897  0.10
H  6.301  2.958  0.165  0.10
H  5.784  1.360  -1.462  0.10
C  -3.339  -3.996  -1.201  -0.11
O  -3.670  -3.157  -0.100  -0.19
C  -2.715  -3.252  0.962  -0.19
C  -1.736  -2.073  0.941  -0.19
O  -0.918  -2.096  -0.234  -0.21
C  -1.382  -1.194  -1.234  -0.10
H  -3.925  -3.672  -2.066  0.09
H  -2.280  -3.935  -1.460  0.08
H  -3.600  -5.032  -0.968  0.08
H  -2.182  -4.210  0.922  0.11
H  -3.278  -3.222  1.901  0.12
H  -1.063  -2.159  1.801  0.12
H  -2.268  -1.118  1.026  0.13
H  -1.094  -0.173  -0.968  0.07
H  -2.465  -1.247  -1.366  0.08
H  -0.904  -1.458  -2.181  0.09
C  -3.391  3.284  -3.018  -0.11
O  -3.914  3.328  -1.696  -0.20
C  -3.277  4.327  -0.891  -0.19
C  -4.137  5.592  -0.788  -0.19
O  -4.270  6.236  -2.059  -0.20
C  -5.514  5.941  -2.687  -0.12
H  -4.090  2.723  -3.645  0.08
H  -3.269  4.281  -3.445  0.08
H  -2.427  2.766  -3.018  0.08
H  -2.277  4.558  -1.277  0.12
H  -3.159  3.901  0.111  0.12
H  -3.636  6.302  -0.121  0.12
H  -5.121  5.366  -0.361  0.12
H  -6.308  6.534  -2.223  0.08
H  -5.767  4.880  -2.624  0.08
H  -5.440  6.218  -3.742  0.09
C  0.961  -4.273  1.792  -0.10
O  0.278  -4.541  3.011  -0.20
C  -0.110  -5.914  3.127  -0.20
C  0.858  -6.694  4.024  -0.20
O  2.162  -6.773  3.439  -0.20
C  3.064  -5.822  3.996  -0.11
H  1.469  -3.309  1.888  0.09
H  1.709  -5.035  1.564  0.09
H  0.241  -4.210  0.971  0.07
H  -0.194  -6.380  2.138  0.13
H  -1.103  -5.927  3.589  0.12
H  0.491  -7.721  4.127  0.12
H  0.908  -6.253  5.027  0.12
H  3.404  -6.171  4.975  0.08
H  2.610  -4.834  4.097  0.08
H  3.928  -5.741  3.333  0.09

Output
spin multiplicity: 1
E_HOMO: -4.1 eV
calculated total energy: -48189.8819 eV
molecular weight: 451.6 g/mol
charge: -1

***

Calculated ΔE to the lowest compared entry with this formula, charge and spin in order - 87.49; 0.00 kJ/mol